(1)
Molecular formula: C5H11N
Method: DFT, ωB97M-V/def2-TZVPD

Last column: Löwdin charge in e.
Atoms and positions in Å:
C (1.2200, 0.0567, -1.8204)  -0.086
C (-0.2375, 0.3493, -1.4606)  -0.270
N (-0.6523, -0.3634, -0.2578)  -0.096
C (-1.5469, 0.3691, 0.6240)  -0.117
C (-0.1255, 0.1549, 0.9916)  -0.363
C (0.2904, -0.8556, 2.0309)  -0.059
H (1.6746, 0.9184, -2.3174)  0.069
H (1.8054, -0.1491, -0.9185)  0.067
H (1.3176, -0.8067, -2.4822)  0.068
H (-0.3744, 1.4385, -1.3378)  0.105
H (-0.9020, 0.0386, -2.2754)  0.113
H (-1.8395, 1.3763, 0.3216)  0.103
H (-2.3327, -0.2084, 1.1066)  0.104
H (0.5174, 1.0364, 0.9114)  0.139
H (0.3595, -0.3944, 3.0224)  0.074
H (1.2658, -1.2910, 1.7858)  0.072
H (-0.4398, -1.6696, 2.0756)  0.078

Forces on atoms 1 to 2 (eV/Å):
C 0.1 0.0 0.0
C 0.0 0.1 -0.1

The SMILES is CCN1C[C@H]1C. The calculation puts the energy above the lowest of the compared OMol25 structures with the same formula, charge and spin at 26.8 kcal/mol. The net charge is 0. The largest force on an atom comes out at 0.28 eV/Å. The calculation puts the total energy at -6852.36720 eV. The value obtained for the gap between HOMO and LUMO is 10.35 eV. The value obtained for the molar mass is 85.150 g mol⁻¹. The calculation puts the LUMO energy at 1.284 eV.

(2)
Molecular formula: C13H11N3O2
Method: DFT, ωB97M-V/def2-TZVPD

Last column: Löwdin charge in e.
Atoms and positions in Å:
O (4.7122, 2.1190, 0.0647)  0.187
C (3.6747, 1.7159, -0.0229)  -0.423
O (2.6395, 2.6646, -0.0455)  0.137
C (3.1469, 0.1235, -0.1723)  -0.091
C (4.1628, -0.7147, -0.0274)  -0.070
C (3.7263, -1.9824, -0.1140)  -0.120
C (2.4289, -2.3668, -0.1433)  -0.030
C (1.3537, -1.5477, 0.1449)  -0.313
N (0.1431, -1.7249, 0.0149)  -0.024
N (-0.8787, -0.9520, -0.1494)  0.087
C (-2.1520, -1.3651, 0.1068)  -0.133
C (-3.1395, -0.5543, 0.0334)  -0.214
C (-3.0062, 0.9379, 0.0599)  -0.047
C (-3.9602, 1.9390, -0.0862)  -0.046
C (-5.3640, 1.3148, 0.0967)  -0.056
N (-5.5927, -0.0427, -0.1086)  0.054
C (-4.6185, -0.7445, 0.1386)  -0.184
C (1.7291, -0.1570, 0.0299)  0.081
H (2.8624, 3.4547, -0.0449)  -0.039
H (5.0960, -0.1533, 0.0020)  0.130
H (4.4453, -2.6674, -0.1203)  0.069
H (2.2064, -3.6172, -0.1343)  0.179
H (-0.0459, -2.6529, -0.0525)  0.116
H (-2.3287, -2.5846, -0.0192)  0.182
H (-1.8766, 1.3964, -0.0325)  0.143
H (-3.9445, 3.0746, -0.2662)  0.121
H (-6.2867, 1.9343, 0.1520)  0.095
H (-4.7297, -1.7856, 0.0417)  0.086
H (0.9245, 0.6364, 0.0889)  0.120

Forces on atoms 1 to 2 (eV/Å):
O 8.7 1.5 0.7
C -9.7 -2.3 -1.3

The SMILES is O=C(O)c1cccc(N/N=C/c2cccnc2)c1. The calculation puts the energy above the lowest of the compared OMol25 structures with the same formula, charge and spin at 174.6 kcal/mol. The net charge is 0. The largest force on an atom comes out at 14.91 eV/Å. The calculation puts the total energy at -22215.25814 eV. The value obtained for the gap between HOMO and LUMO is 6.18 eV. The value obtained for the molar mass is 241.250 g mol⁻¹. The calculation puts the LUMO energy at -1.156 eV.

(3)
Molecular formula: CH3NO2S
Method: DFT, ωB97M-V/def2-TZVPD

Last column: Löwdin charge in e.
Atoms and positions in Å:
C (0.2088, -0.7105, -0.8282)  -0.016
O (-0.6246, 0.1988, -0.0613)  -0.150
N (-0.0486, 0.8450, 0.9369)  -0.578
O (1.1454, 0.9905, 1.1136)  0.040
S (-1.4039, 1.6356, 2.0634)  0.399
H (1.1823, -0.4396, -1.1531)  0.079
H (-0.4305, -0.7951, -1.7215)  0.096
H (-0.0289, -1.7248, -0.3498)  0.129

Forces on atoms 1 to 2 (eV/Å):
C -3.4 -2.4 -0.4
O 1.6 0.1 -0.3

The SMILES is CO[N+]([O-])=S. The calculation puts the energy above the lowest of the compared OMol25 structures with the same formula, charge and spin at 108.9 kcal/mol. The net charge is 0. The largest force on an atom comes out at 5.00 eV/Å. The calculation puts the total energy at -17500.74776 eV. The value obtained for the gap between HOMO and LUMO is 7.92 eV. The value obtained for the molar mass is 93.107 g mol⁻¹. The calculation puts the LUMO energy at -0.958 eV.

(4)
Molecular formula: C11H18
Method: DFT, ωB97M-V/def2-TZVPD

Last column: Löwdin charge in e.
Atoms and positions in Å:
C (-0.7159, -1.8594, 2.4253)  -0.051
C (0.4057, -1.1171, 1.6517)  -0.262
C (0.7067, 0.1988, 2.0561)  -0.066
C (1.4416, 1.0852, 1.3011)  -0.113
C (2.2139, 0.5268, 0.2852)  -0.119
C (2.1884, -0.8838, 0.1047)  -0.104
C (1.3089, -1.7367, 0.7906)  -0.064
H (-0.3829, -1.8440, 3.4368)  0.056
H (-0.8553, -2.9192, 2.0390)  0.087
H (-1.7796, -1.4772, 2.2922)  0.093
H (0.3939, 0.4878, 3.0064)  0.092
H (1.5967, 2.1613, 1.5147)  0.118
H (2.9418, 1.0638, -0.3379)  0.106
H (2.7268, -1.1791, -0.8230)  0.109
H (1.4790, -2.8252, 0.7304)  0.119
C (-2.8683, 1.2836, -2.2685)  -0.109
C (-1.5703, 0.9010, -1.6054)  -0.456
C (-1.1685, -0.6425, -1.9119)  -0.051
C (-0.4139, 1.8965, -1.6979)  -0.073
H (-3.2873, 2.1976, -1.6941)  0.111
H (-3.6945, 0.5171, -2.2782)  0.094
H (-2.8298, 1.4581, -3.2310)  0.003
H (-1.8330, 0.8883, -0.4769)  0.133
H (-1.3139, -0.7908, -2.9959)  0.076
H (-0.1837, -0.7268, -1.4705)  0.037
H (-1.8366, -1.2843, -1.3460)  0.060
H (0.2157, 1.8594, -0.7662)  0.064
H (0.1831, 1.6647, -2.6286)  0.105
H (-0.7104, 2.8341, -1.7575)  0.008

Forces on atoms 1 to 2 (eV/Å):
C -0.4 -0.9 -2.1
C 0.0 -0.6 1.2

The SMILES is Cc1ccccc1.CC(C)C. The calculation puts the energy above the lowest of the compared OMol25 structures with the same formula, charge and spin at 54.4 kcal/mol. The net charge is 0. The largest force on an atom comes out at 5.51 eV/Å. The calculation puts the total energy at -11696.92092 eV. The value obtained for the gap between HOMO and LUMO is 9.75 eV. The value obtained for the molar mass is 150.265 g mol⁻¹. The calculation puts the LUMO energy at 0.952 eV.

(5)
Molecular formula: C3H6NO2S
Method: DFT, ωB97M-V/def2-TZVPD

Last column: Löwdin charge in e.
Atoms and positions in Å:
C (0.5233, -1.0302, -0.3142)  -0.377
C (0.8064, 1.4174, 0.3336)  -0.134
C (0.0730, 0.0318, 0.5009)  -0.470
N (0.5634, -2.2384, 0.0034)  0.049
O (-1.9222, 1.0648, -1.1121)  -0.581
O (-2.5800, -0.7974, 0.3281)  -0.550
S (-1.8920, 0.4861, 0.2729)  0.640
H (0.7696, -0.8687, -1.4243)  0.131
H (0.4284, 2.0040, 1.2264)  0.072
H (0.5037, 1.8750, -0.6502)  0.059
H (1.9129, 1.2446, 0.1481)  0.066
H (-0.0473, -0.3261, 1.4704)  0.059
H (0.8607, -2.8631, -0.7831)  0.038

Forces on atoms 1 to 2 (eV/Å):
C 0.4 0.2 -4.0
C -0.5 -1.2 -0.6

The calculation puts the energy above the lowest of the compared OMol25 structures with the same formula, charge and spin at 46.7 kcal/mol. The net charge is -1. The largest force on an atom comes out at 4.05 eV/Å. The calculation puts the total energy at -19628.50492 eV. The value obtained for the gap between HOMO and LUMO is 7.23 eV. The value obtained for the molar mass is 120.153 g mol⁻¹. The calculation puts the LUMO energy at 4.032 eV.

(6)
Molecular formula: CuN2O6S4
Method: DFT, ωB97M-V/def2-TZVPD

Last column: Löwdin charge in e.
Atoms and positions in Å:
N (-3.2059, 0.3041, -0.1750)  -0.475
S (-2.5384, 1.6270, 0.1200)  0.954
O (-1.0909, 1.5424, 0.5449)  -0.573
Cu (0.2424, 0.1727, 0.0460)  0.548
N (2.3684, 1.3255, 0.0238)  -0.536
S (2.6690, 0.4657, 1.3919)  0.951
O (1.2607, 0.1641, 1.8449)  -0.491
S (2.7111, 0.1084, -1.1180)  0.854
O (1.3301, -0.0740, -1.6999)  -0.475
O (2.8671, -0.9584, 0.1579)  -0.575
S (-2.4159, -1.3561, 0.1249)  0.796
O (-3.1751, -2.2228, -0.7999)  -0.441
O (-1.0225, -1.0985, -0.4616)  -0.539

Forces on atoms 1 to 2 (eV/Å):
N 0.4 1.6 0.2
S 0.5 -1.9 0.0

The net charge is 0. The largest force on an atom comes out at 3.88 eV/Å. The calculation puts the total energy at -103241.37929 eV. The value obtained for the gap between HOMO and LUMO (spin up / spin down) is 8.21 / 7.51 eV. The value obtained for the molar mass is 315.822 g mol⁻¹. As for the spin multiplicity: 2. The calculation puts the LUMO energy (spin up / spin down) at -1.767 / -2.466 eV.